{
  "formula": "C10H40F4Mn2N20O14P2",
  "method": "wB97M-V/def2-TZVPD",
  "elements": ["Mn", "Mn", "P", "P", "F", "F", "F", "F", "O", "O", "O", "O", "O", "O", "O", "O", "O", "O", "O", "O", "O", "O", "N", "N", "N", "N", "N", "N", "N", "N", "N", "N", "N", "N", "N", "N", "N", "N", "N", "N", "N", "N", "C", "C", "C", "C", "C", "C", "C", "C", "C", "C", "H", "H", "H", "H", "H", "H", "H", "H", "H", "H", "H", "H", "H", "H", "H", "H", "H", "H", "H", "H", "H", "H", "H", "H", "H", "H", "H", "H", "H", "H", "H", "H", "H", "H", "H", "H", "H", "H", "H", "H"],
  "xyz": [[-2.624, -2.618, 0.712], [0.279, 0.735, 4.037], [-2.890, -0.661, 3.433], [0.376, -0.701, 0.917], [-3.694, 0.576, 2.952], [0.711, 0.339, -0.269], [1.453, -1.901, 0.670], [-3.651, -0.991, 4.855], [1.717, -5.588, -1.337], [-3.136, -1.844, 2.422], [-3.917, -1.262, -0.241], [-1.096, -1.232, 0.730], [-2.108, -3.257, -1.081], [4.188, 1.871, 1.989], [4.544, -1.320, 4.886], [-1.273, -3.739, 1.675], [-1.401, -0.374, 3.820], [-0.527, 2.475, 3.114], [-1.523, 2.057, -0.297], [0.752, -0.068, 2.234], [1.481, 1.187, -2.638], [2.663, 4.401, -1.008], [-3.114, 2.375, -1.753], [2.065, -4.737, -3.276], [-0.545, -5.585, 2.669], [-5.358, 0.298, -0.097], [0.591, 3.848, -0.552], [1.197, 5.886, -0.542], [0.779, -4.346, 1.637], [2.040, 2.084, 1.424], [1.941, 3.050, -3.723], [-0.924, -1.975, -2.491], [-1.115, -4.095, -2.838], [4.452, -0.941, 2.731], [-4.907, -0.599, -2.020], [3.382, 1.392, -0.079], [2.658, -1.882, 3.659], [-1.292, 1.478, -2.498], [2.387, -3.495, -1.588], [-1.562, 3.945, 1.733], [1.415, 1.324, -4.806], [-0.910, 4.640, 3.598], [-1.906, 1.906, -1.472], [2.060, -4.642, -1.997], [-1.459, -3.095, -2.079], [-0.387, -4.459, 2.027], [1.578, 1.827, -3.660], [1.541, 4.686, -0.689], [-4.597, -0.578, -0.769], [3.295, 1.845, 1.146], [-1.063, 3.563, 2.868], [3.890, -1.396, 3.861], [-0.388, 1.057, -2.337], [0.211, 6.088, -0.457], [-1.461, -4.951, -2.428], [-5.451, 0.381, 0.906], [0.723, 2.917, -0.921], [-0.922, -1.253, -1.786], [1.826, 6.674, -0.477], [-5.911, 0.947, -0.639], [-0.289, 4.117, -0.135], [2.511, -2.702, -2.202], [-1.546, 4.925, 1.489], [1.120, -3.447, 1.327], [2.536, -3.297, -0.608], [2.217, -3.792, -3.600], [1.058, 0.387, -4.691], [5.335, -0.481, 2.898], [-3.852, 2.655, -1.123], [-0.485, 4.519, 4.507], [1.779, 2.751, 2.136], [-0.755, -3.979, -3.774], [2.088, 3.560, -2.864], [-1.464, -5.850, 2.994], [2.534, 1.217, -0.599], [-1.179, 5.545, 3.238], [1.028, 1.917, -5.527], [2.453, 3.337, -4.546], [-0.410, -1.935, -3.360], [1.804, -5.548, -3.817], [-4.814, -1.470, -2.522], [4.265, 1.630, -0.506], [2.188, -2.268, 4.465], [-1.712, 1.913, -3.307], [-3.514, 2.197, -2.663], [4.005, -1.013, 1.828], [-5.625, 0.060, -2.285], [0.388, -5.872, 2.925], [-1.865, 3.238, 1.079], [1.312, -5.084, 2.074], [1.562, 2.134, 0.536], [2.242, -1.630, 2.774]],
  "lumo_energy_ev": [-6.070, -6.096],
  "charge": 2,
  "e_above_lowest_kj_mol": 747.7,
  "energy_ha": -5937.8148,
  "multiplicity": 11
}